(1)
{"formula": "C2F3LaNO5S", "method": "wB97M-V/def2-TZVPD", "lumo_energy_ev": [-1.480, -1.712], "s2": 0.7515, "multiplicity": 2, "gap_ev": [5.55, 6.22], "elements": ["La", "N", "S", "O", "O", "C", "F", "F", "F", "O", "O", "C", "O"], "positions_angstrom": [[-1.019, 2.776, 1.132], [0.062, 0.708, -1.343], [1.374, 0.704, -0.479], [2.589, 0.763, -1.299], [1.273, 1.652, 0.698], [1.637, -0.908, 0.457], [1.587, -1.924, -0.399], [0.683, -1.076, 1.370], [2.815, -0.934, 1.074], [-1.054, 1.043, -0.538], [-3.543, -0.252, 0.680], [-3.192, -0.850, -0.276], [-3.211, -1.702, -1.076]], "mulliken_spin": [1.1276, 0.0228, -0.0637, 0.0031, -0.0220, 0.0130, 0.0003, 0.0011, 0.0006, -0.0805, 0.0008, -0.0037, 0.0007]}

(2)
{"formula": "C9H7F4N2O6S3", "method": "wB97M-V/def2-TZVPD", "lumo_energy_ev": 1.351, "charge": -1, "gap_ev": 7.54, "elements": ["C", "C", "O", "C", "C", "C", "C", "N", "S", "N", "C", "C", "S", "O", "O", "F", "H", "H", "H", "H", "H", "H", "H", "C", "F", "F", "F", "S", "O", "O", "O"], "positions_angstrom": [[-2.023, -0.851, -1.854], [-1.740, 0.258, -0.883], [-0.848, 1.261, -1.480], [0.087, 1.730, -0.636], [-0.372, 2.378, 0.569], [0.476, 2.895, 1.473], [1.867, 2.806, 1.211], [2.846, 3.266, 1.995], [4.221, 2.941, 1.244], [3.682, 2.222, -0.086], [2.352, 2.193, 0.010], [1.422, 1.633, -0.919], [2.087, 0.898, -2.368], [2.195, 1.883, -3.391], [3.192, 0.080, -2.016], [0.939, -0.051, -2.807], [-2.755, -1.498, -1.373], [-1.141, -1.462, -2.040], [-2.439, -0.469, -2.789], [-1.253, -0.152, 0.003], [-2.651, 0.774, -0.577], [-1.442, 2.427, 0.721], [0.104, 3.361, 2.375], [-1.132, -4.226, 2.249], [-0.218, -4.104, 3.224], [-0.903, -5.392, 1.625], [-2.337, -4.318, 2.838], [-1.061, -2.810, 1.075], [0.286, -2.877, 0.556], [-1.335, -1.667, 1.926], [-2.108, -3.128, 0.125]], "nbo_charge": [-0.6379, -0.0773, -0.5167, 0.4017, -0.2375, -0.1531, 0.0580, -0.6068, 0.9410, -0.6241, 0.1955, -0.4737, 2.4432, -0.9114, -0.8850, -0.4630, 0.2570, 0.2319, 0.1933, 0.2210, 0.1671, 0.2328, 0.2284, 0.6754, -0.3331, -0.3328, -0.3351, 2.3448, -0.9896, -1.0077, -1.0064]}

(3)
{"formula": "C5H15NO2", "method": "wB97M-V/def2-TZVPD", "lumo_energy_ev": 0.479, "smiles": "CCC[C@H](N)CO.O", "gap_ev": 9.73, "elements": ["C", "O", "C", "C", "C", "C", "N", "H", "H", "H", "H", "H", "H", "H", "H", "H", "H", "H", "H", "H", "H", "H", "O"], "positions_angstrom": [[0.540, -1.632, -0.151], [1.689, -2.221, -0.749], [0.381, -0.217, -0.580], [-1.211, 0.172, -0.688], [-1.999, 0.876, 0.442], [-2.558, 0.036, 1.597], [0.997, 0.072, -1.842], [-0.159, -2.411, -0.438], [0.352, -1.710, 0.908], [2.447, -2.323, -0.151], [0.878, 0.389, 0.185], [-1.411, 0.718, -1.618], [-1.729, -0.860, -0.825], [-1.235, 1.725, 0.794], [-2.816, 1.508, 0.123], [-3.103, -0.919, 1.312], [-3.293, 0.602, 2.112], [-1.705, -0.292, 2.180], [2.000, -0.096, -1.719], [0.572, -0.525, -2.599], [2.522, 2.175, 1.774], [1.743, 2.500, 0.636], [1.691, 2.670, 1.562]], "nbo_charge": [-0.1080, -0.7349, -0.0752, -0.4022, -0.4038, -0.6124, -0.8319, 0.1804, 0.1756, 0.4710, 0.1760, 0.2257, 0.1838, 0.2006, 0.2069, 0.2000, 0.2135, 0.2015, 0.3675, 0.3627, 0.4593, 0.4619, -0.9180]}

(4)
{"formula": "C22H44N2OPS2", "method": "wB97M-V/def2-TZVPD", "lumo_energy_ev": -3.519, "charge": 1, "smiles": "CCCCCCCCCCCCCCCCCC[C@@]1(N=C=S)OCC[N@H+]1[PH2]=S", "gap_ev": 8.27, "elements": ["C", "C", "C", "C", "C", "C", "C", "C", "C", "C", "C", "C", "C", "C", "C", "C", "C", "C", "C", "N", "C", "S", "O", "C", "C", "N", "P", "S", "H", "H", "H", "H", "H", "H", "H", "H", "H", "H", "H", "H", "H", "H", "H", "H", "H", "H", "H", "H", "H", "H", "H", "H", "H", "H", "H", "H", "H", "H", "H", "H", "H", "H", "H", "H", "H", "H", "H", "H", "H", "H", "H", "H"], "positions_angstrom": [[3.063, -3.196, 2.848], [4.593, -3.058, 2.738], [4.897, -2.064, 1.584], [6.250, -1.347, 1.743], [6.370, -0.016, 0.961], [6.708, -0.177, -0.537], [5.535, -0.623, -1.441], [4.225, 0.099, -1.140], [3.191, 0.046, -2.300], [1.761, -0.382, -1.872], [0.821, 0.807, -1.518], [1.576, 2.007, -0.918], [0.677, 3.100, -0.248], [-0.852, 2.942, -0.443], [-1.523, 2.113, 0.688], [-2.979, 2.586, 0.887], [-3.894, 1.839, -0.155], [-4.848, 0.913, 0.654], [-5.906, 0.325, -0.291], [-6.820, 1.413, -0.701], [-7.606, 1.749, 0.145], [-8.796, 1.860, 1.136], [-5.306, -0.064, -1.500], [-6.249, -0.924, -2.205], [-7.338, -1.289, -1.157], [-6.564, -0.965, 0.110], [-5.417, -2.296, 0.593], [-5.748, -2.804, 2.423], [2.762, -3.971, 3.562], [2.615, -2.251, 3.176], [2.608, -3.448, 1.881], [5.045, -4.038, 2.573], [4.950, -2.572, 3.652], [4.910, -2.596, 0.625], [4.076, -1.339, 1.596], [7.107, -2.005, 1.559], [6.326, -1.073, 2.808], [5.500, 0.618, 1.161], [7.227, 0.505, 1.410], [7.499, -0.936, -0.596], [7.165, 0.754, -0.895], [5.792, -0.482, -2.499], [5.453, -1.710, -1.318], [4.433, 1.160, -0.939], [3.724, -0.272, -0.242], [3.539, -0.738, -2.989], [3.189, 0.964, -2.894], [1.359, -0.946, -2.723], [1.846, -1.099, -1.046], [-0.024, 0.466, -0.916], [0.422, 1.138, -2.488], [2.225, 1.612, -0.128], [2.186, 2.502, -1.674], [0.865, 3.117, 0.830], [0.940, 4.093, -0.625], [-1.279, 3.947, -0.332], [-1.146, 2.599, -1.440], [-1.457, 1.034, 0.506], [-0.991, 2.303, 1.629], [-3.092, 3.657, 0.701], [-3.353, 2.393, 1.899], [-3.253, 1.175, -0.738], [-4.446, 2.521, -0.802], [-4.194, 0.152, 1.099], [-5.301, 1.441, 1.499], [-5.730, -1.825, -2.544], [-6.543, -0.327, -3.070], [-8.229, -0.666, -1.158], [-7.492, -2.365, -1.226], [-7.212, -0.853, 0.903], [-5.753, -3.358, -0.268], [-4.090, -1.879, 0.396]], "mulliken_charge": [-1.2894, -0.4102, -0.0222, -0.8079, -0.5972, -0.9381, -0.9477, 0.2854, -1.0640, -0.9407, -0.0328, 0.1036, -1.2861, -0.5110, -0.5481, -1.1176, -0.5200, -0.8130, 0.4958, -0.5273, 0.4412, -0.2550, -0.4739, -0.3701, -0.6450, 0.0519, 0.2266, -0.2772, 0.3864, 0.3297, 0.2751, 0.3367, 0.3221, 0.2061, 0.0659, 0.2758, 0.3713, 0.2482, 0.3848, 0.3800, 0.3538, 0.4665, 0.2540, 0.4503, -0.1967, 0.5313, 0.3592, 0.4427, 0.3503, -0.1283, 0.1887, -0.0656, 0.3870, 0.3952, 0.3535, 0.6243, 0.1601, 0.1101, 0.5435, 0.4383, 0.4914, 0.3360, 0.4748, 0.1179, 0.4633, 0.3167, 0.3527, 0.3646, 0.4130, 0.5459, 0.1426, 0.1712]}

(5)
{"formula": "C20H43OP3SSc", "method": "wB97M-V/def2-TZVPD", "lumo_energy_ev": [-8.109, -8.708], "charge": 3, "gap_ev": [6.69, 4.88], "elements": ["Sc", "P", "P", "P", "H", "C", "C", "H", "C", "C", "C", "C", "C", "C", "C", "C", "C", "H", "H", "H", "H", "H", "H", "H", "H", "H", "H", "H", "H", "H", "H", "H", "H", "H", "H", "H", "H", "H", "H", "H", "H", "H", "H", "H", "H", "H", "C", "C", "C", "C", "C", "C", "S", "H", "H", "H", "H", "H", "H", "C", "C", "C", "O", "H", "H", "H", "H", "H", "H"], "positions_angstrom": [[0.108, -0.372, -2.461], [0.553, -1.473, 2.142], [2.146, 2.285, 2.595], [-0.629, -2.235, -3.934], [2.776, -0.840, -2.507], [2.273, -0.563, -1.573], [1.629, 0.791, -1.705], [2.177, 1.463, -2.364], [1.445, -3.045, 1.905], [-0.600, -1.848, 3.462], [-0.576, -1.149, 0.754], [2.284, 4.070, 2.840], [0.351, 1.979, 2.782], [3.193, 1.186, 3.542], [-0.022, -2.036, -5.651], [-2.425, -2.061, -4.242], [-0.427, -4.016, -3.667], [1.602, -1.458, -1.373], [1.316, 1.246, -0.743], [0.776, -3.853, 2.267], [2.360, -3.060, 2.527], [1.715, -3.220, 0.849], [-0.912, -2.890, 3.287], [-1.480, -1.197, 3.397], [-0.121, -1.769, 4.444], [-1.593, -1.457, 1.068], [-0.320, -1.746, -0.155], [-0.629, -0.071, 0.545], [1.910, 4.313, 3.845], [1.633, 4.562, 2.092], [3.310, 4.454, 2.727], [0.171, 1.303, 3.640], [-0.255, 1.615, 1.928], [-0.094, 2.946, 3.081], [3.021, 1.541, 4.573], [4.268, 1.219, 3.290], [2.883, 0.124, 3.499], [-0.169, -2.967, -6.212], [1.050, -1.808, -5.625], [-0.539, -1.205, -6.146], [-2.784, -2.911, -4.841], [-2.631, -1.124, -4.780], [-2.975, -2.030, -3.291], [-0.970, -4.590, -4.435], [-0.809, -4.299, -2.676], [0.636, -4.294, -3.692], [4.037, 0.787, 0.319], [3.410, -0.522, -0.332], [4.568, -1.382, -0.695], [5.803, -1.358, -0.074], [6.231, -0.219, 0.623], [5.390, 0.890, 0.623], [3.058, 2.172, 0.711], [1.510, -0.371, 2.372], [2.802, -0.944, 0.512], [4.353, -2.146, -1.455], [6.491, -2.208, -0.211], [7.226, -0.156, 1.082], [5.849, 1.867, 0.911], [-2.743, 1.915, -0.205], [-2.157, 1.769, -1.556], [-2.432, 2.767, -2.619], [-1.433, 0.755, -1.809], [-3.844, 1.941, -0.245], [-2.414, 2.841, 0.284], [-2.463, 1.073, 0.437], [-1.510, 3.315, -2.861], [-2.750, 2.256, -3.540], [-3.205, 3.479, -2.305]], "nbo_charge": [1.3683, 1.2801, 1.3450, 0.6699, 0.2459, -0.4681, -1.0235, 0.2409, -0.9518, -0.9564, -0.9857, -0.9592, -1.0043, -0.9828, -0.9293, -0.9157, -0.9199, 0.1501, 0.1945, 0.2879, 0.2908, 0.2797, 0.2915, 0.2734, 0.2879, 0.2900, 0.2636, 0.2626, 0.2798, 0.2867, 0.3029, 0.2660, 0.2602, 0.2963, 0.2808, 0.3126, 0.2528, 0.2671, 0.2419, 0.2536, 0.2703, 0.2471, 0.2411, 0.2617, 0.2454, 0.2564, -0.2078, -0.2569, -0.0795, -0.2288, -0.1656, -0.1950, 0.0697, 0.0267, 0.1760, 0.2081, 0.2581, 0.2553, 0.2554, -0.7335, 0.7269, -0.7411, -0.7342, 0.2982, 0.2718, 0.2173, 0.2860, 0.2798, 0.2652]}

(6)
{"formula": "C20H24ClN3O5", "method": "wB97M-V/def2-TZVPD", "lumo_energy_ev": 0.192, "smiles": "CCOC(=O)C1CCN(CC(=O)Nc2c(C(=O)OC)[nH]c3cccc(Cl)c23)CC1", "gap_ev": 8.06, "elements": ["C", "C", "H", "H", "O", "C", "O", "C", "C", "C", "N", "C", "C", "O", "N", "C", "C", "N", "C", "C", "C", "C", "C", "C", "Cl", "H", "H", "H", "H", "C", "O", "O", "C", "H", "H", "H", "H", "H", "H", "C", "C", "H", "H", "H", "H", "H", "H", "H", "H", "H", "H", "H", "H"], "positions_angstrom": [[5.793, 1.436, -2.163], [4.997, 0.162, -2.408], [5.410, -0.676, -1.843], [4.983, -0.076, -3.476], [3.650, 0.294, -1.948], [2.780, 0.889, -2.769], [3.052, 1.274, -3.875], [1.429, 1.035, -2.098], [0.296, 1.062, -3.130], [-0.880, 1.906, -2.620], [-0.954, 1.759, -1.180], [-2.235, 2.032, -0.576], [-2.412, 1.247, 0.721], [-3.191, 1.560, 1.589], [-1.611, 0.140, 0.751], [-1.667, -0.841, 1.722], [-1.817, -2.197, 1.460], [-1.904, -2.879, 2.654], [-1.806, -1.999, 3.681], [-1.839, -2.226, 5.054], [-1.664, -1.143, 5.884], [-1.419, 0.136, 5.377], [-1.383, 0.366, 4.019], [-1.626, -0.696, 3.138], [-0.960, 1.924, 3.433], [-1.238, 0.953, 6.057], [-1.691, -1.279, 6.954], [-1.989, -3.220, 5.446], [-2.028, -3.875, 2.723], [-1.853, -2.829, 0.160], [-1.688, -2.246, -0.892], [-2.085, -4.157, 0.244], [-2.142, -4.850, -0.993], [-2.942, -4.446, -1.617], [-1.195, -4.750, -1.528], [-2.336, -5.891, -0.750], [-1.228, -0.132, -0.151], [-2.405, 3.100, -0.358], [-3.032, 1.700, -1.248], [0.126, 2.473, -0.516], [1.431, 2.350, -1.308], [1.533, 3.177, -2.014], [2.280, 2.383, -0.625], [0.247, 2.039, 0.480], [-0.123, 3.541, -0.387], [-1.808, 1.540, -3.063], [-0.760, 2.960, -2.918], [-0.038, 0.042, -3.319], [0.676, 1.478, -4.064], [1.302, 0.210, -1.394], [5.772, 1.697, -1.107], [5.369, 2.255, -2.739], [6.824, 1.287, -2.471]], "nbo_charge": [-0.6343, -0.0762, 0.1883, 0.1987, -0.5094, 0.8125, -0.6108, -0.3063, -0.4067, -0.2118, -0.4648, -0.3078, 0.6896, -0.5977, -0.6421, 0.1886, -0.0324, -0.5139, 0.2486, -0.2758, -0.1783, -0.2648, 0.0208, -0.1670, 0.0325, 0.2270, 0.2178, 0.2165, 0.4273, 0.7667, -0.6115, -0.5155, -0.2596, 0.1956, 0.1948, 0.1963, 0.4518, 0.1995, 0.2268, -0.2189, -0.4038, 0.2076, 0.2249, 0.2095, 0.1731, 0.2074, 0.1647, 0.2140, 0.2316, 0.2285, 0.2094, 0.2221, 0.2166]}

| no. | energy (eV) |
| --- | --- |
| 1 | -33644.662 |
| 2 | -68089.350 |
| 3 | -11011.620 |
| 4 | -59506.287 |
| 5 | -82858.049 |
| 6 | -48361.371 |